{
  "formula": "C6H5BrClO3P",
  "method": "wB97M-V/def2-TZVPD",
  "e_tot_ev": -104299.00598,
  "gap_ha": 0.3618,
  "smiles": "O=[P@@](Br)(OCl)Oc1ccccc1",
  "e_homo_ha": -0.367,
  "max_force_ev_per_a": 5.10,
  "relative_energy_kj_mol": 0.0,
  "species": ["C", "C", "C", "C", "C", "C", "O", "O", "O", "P", "Cl", "Br", "H", "H", "H", "H", "H"],
  "coordinates": [[-2.55411, 0.48039, -0.33252], [-1.84705, 1.40264, 0.40090], [-1.95845, -0.69442, -0.80754], [-0.59686, 1.04177, 0.84377], [-0.68995, -1.02153, -0.34970], [-0.01239, -0.11836, 0.45951], [3.84124, -0.08660, 1.22353], [1.26587, -0.39267, 0.88708], [2.94866, -1.12692, -1.07124], [2.66371, -0.05189, 0.39761], [3.30996, -2.70035, -0.53957], [2.46541, 1.78799, -0.73209], [-3.52452, 0.61960, -0.57603], [-2.36230, 2.32859, 0.77238], [-2.54113, -1.36489, -1.32743], [-0.20332, 1.72826, 1.46446], [-0.20479, -1.83158, -0.71312]],
  "forces_ev_per_angstrom": [[2.313, -0.867, -0.442], [-1.497, 0.079, 0.586], [0.988, 1.628, 2.535], [-1.313, -0.063, -1.089], [-0.821, 2.477, 0.176], [-0.734, -0.498, -0.922], [-0.030, -0.188, 1.170], [-0.300, -1.014, 1.513], [-0.804, 1.457, 2.553], [1.935, -0.931, -4.630], [-0.127, 0.358, -0.108], [-0.076, -0.066, -0.018], [-2.987, 0.759, -0.796], [0.803, -0.978, -0.458], [-0.944, -1.407, -1.335], [2.155, 1.879, 2.088], [1.438, -2.625, -0.825]]
}

---

{
  "formula": "C6H5Cl2F2N2",
  "method": "wB97M-V/def2-TZVPD",
  "e_tot_ev": -39762.73718,
  "gap_ha": 0.2356,
  "total_charge": -1,
  "e_homo_ha": -0.134,
  "max_force_ev_per_a": 0.48,
  "relative_energy_kj_mol": 0.0,
  "species": ["C", "C", "F", "C", "Cl", "C", "N", "C", "Cl", "C", "N", "H", "H", "H", "H", "H", "F"],
  "coordinates": [[2.21917, -0.64118, 0.65458], [1.14397, -0.12591, -0.27547], [0.83768, -1.09736, -1.20526], [-0.14760, 0.33546, 0.44771], [0.19496, 1.95975, 1.11554], [-0.45997, -0.54480, 1.58658], [-0.76793, -1.18083, 2.48935], [-1.38001, 0.44828, -0.48997], [-1.03264, 1.33088, -1.96094], [-1.94425, -0.88029, -0.77027], [-2.31943, -1.93601, -1.00730], [3.09120, -0.90265, 0.05470], [2.51867, 0.15522, 1.33832], [1.89403, -1.50733, 1.23007], [1.51980, 0.74432, -0.81536], [-2.14510, 1.03839, 0.02200], [-3.22255, 2.80406, -2.41428]],
  "forces_ev_per_angstrom": [[0.122, 0.173, -0.030], [0.292, 0.289, 0.062], [-0.113, -0.198, 0.138], [0.141, -0.282, -0.093], [0.030, 0.025, 0.081], [-0.306, 0.293, -0.098], [0.120, -0.141, 0.062], [-0.327, 0.088, 0.109], [0.320, -0.125, -0.096], [0.381, 0.203, -0.216], [-0.196, -0.158, 0.071], [-0.043, -0.079, 0.027], [-0.057, -0.062, 0.046], [-0.032, -0.004, -0.065], [-0.180, -0.035, -0.117], [0.002, -0.064, 0.013], [-0.153, 0.076, 0.106]]
}

---

Please write out number 1 again, unchanged.
{
  "formula": "C6H5BrClO3P",
  "method": "wB97M-V/def2-TZVPD",
  "e_tot_ev": -104299.00598,
  "gap_ha": 0.3618,
  "smiles": "O=[P@@](Br)(OCl)Oc1ccccc1",
  "e_homo_ha": -0.367,
  "max_force_ev_per_a": 5.10,
  "relative_energy_kj_mol": 0.0,
  "species": ["C", "C", "C", "C", "C", "C", "O", "O", "O", "P", "Cl", "Br", "H", "H", "H", "H", "H"],
  "coordinates": [[-2.55411, 0.48039, -0.33252], [-1.84705, 1.40264, 0.40090], [-1.95845, -0.69442, -0.80754], [-0.59686, 1.04177, 0.84377], [-0.68995, -1.02153, -0.34970], [-0.01239, -0.11836, 0.45951], [3.84124, -0.08660, 1.22353], [1.26587, -0.39267, 0.88708], [2.94866, -1.12692, -1.07124], [2.66371, -0.05189, 0.39761], [3.30996, -2.70035, -0.53957], [2.46541, 1.78799, -0.73209], [-3.52452, 0.61960, -0.57603], [-2.36230, 2.32859, 0.77238], [-2.54113, -1.36489, -1.32743], [-0.20332, 1.72826, 1.46446], [-0.20479, -1.83158, -0.71312]],
  "forces_ev_per_angstrom": [[2.313, -0.867, -0.442], [-1.497, 0.079, 0.586], [0.988, 1.628, 2.535], [-1.313, -0.063, -1.089], [-0.821, 2.477, 0.176], [-0.734, -0.498, -0.922], [-0.030, -0.188, 1.170], [-0.300, -1.014, 1.513], [-0.804, 1.457, 2.553], [1.935, -0.931, -4.630], [-0.127, 0.358, -0.108], [-0.076, -0.066, -0.018], [-2.987, 0.759, -0.796], [0.803, -0.978, -0.458], [-0.944, -1.407, -1.335], [2.155, 1.879, 2.088], [1.438, -2.625, -0.825]]
}